(1)
Density functional theory data (ωB97M-V/def2-TZVPD) for a 10-piece molecular cluster, C43H90F2O14S10Si overall at a distorted geometry.

Bonds (Å) are listed after each position.
Positions of all 160 atoms, in Å:
1 S -2.37472 -1.90862 -3.85237  Si11 2.170, F13 1.741, O23 1.576, O25 1.553
2 S 5.35477 -0.05281 -0.70712  O24 1.500, C36 1.809, C60 1.809
3 S 1.65890 1.99953 8.26603  O26 1.500, C42 1.809, C57 1.809
4 S -8.22195 -0.39449 -2.32724  O22 1.500, C41 1.809, C59 1.809
5 S -5.75601 2.97656 2.95900  O21 1.500, C32 1.809, C33 1.809
6 S 5.53209 -0.67388 4.45245  O27 1.500, C35 1.809, C47 1.809
7 S 6.84948 3.53581 -5.49706  O15 1.500, C51 1.809, C65 1.809
8 S 8.47196 6.39761 -8.16156  O16 1.500, C44 1.809, C63 1.809
9 S 9.87959 -2.38570 4.62875  O18 1.500, C29 1.809, C30 1.809
10 S -10.52417 2.97630 -5.43580  O19 1.500, C58 1.809, C68 1.809
11 Si -1.73928 -3.64997 -4.98021  S1 2.170, F12 1.791, C34 1.935, C64 1.950
12 F -1.36436 -3.06194 -6.63017  Si11 1.791
13 F -1.36908 -0.53350 -4.21292  S1 1.741
14 O -3.53506 -6.55245 0.27968  C38 1.471, C39 1.471
15 O 7.24864 2.88803 -4.20459  S7 1.500
16 O 7.06696 6.18386 -7.68232  S8 1.500
17 O 1.12182 -3.62764 -4.69747  C50 1.471, C64 1.472
18 O 9.64656 -0.98237 5.10392  S9 1.500
19 O -9.75916 1.91612 -6.17077  S10 1.500
20 O -3.54656 -6.25141 -2.69216  C45 1.474, C56 1.481
21 O -5.35686 2.32879 4.25146  S5 1.500
22 O -9.62696 -0.60824 -1.84800  S4 1.500
23 O -2.26218 -2.09960 -2.29164  S1 1.576
24 O 5.18659 0.59468 0.63521  S2 1.500
25 O -3.85660 -1.57438 -4.17436  S1 1.553
26 O 0.30231 1.36767 8.36523  S3 1.500
27 O 5.46280 -2.13860 4.13747  S6 1.500
28 C -2.68438 -2.83933 2.09706  C40 1.664, C66 1.639, H153 1.193
29 C 11.61452 -2.51140 4.13234  S9 1.809, H131 1.092, H134 1.093, H159 1.093
30 C 10.02846 -3.43813 6.09274  S9 1.809, H91 1.093, H102 1.092, H112 1.093
31 C -3.78811 -1.53091 4.47696  C40 1.673, C52 1.649, C53 1.628, C54 1.619
32 C -6.38322 4.62806 3.34911  S5 1.809, H138 1.093, H141 1.093, H152 1.092
33 C -7.35345 2.28134 2.47210  S5 1.809, H76 1.093, H105 1.092, H113 1.093
34 C -3.02660 -5.09433 -4.99121  Si11 1.935, C56 1.650, H93 1.183, H115 1.181
35 C 6.83664 0.04265 3.42398  S6 1.809, H133 1.093, H135 1.092, H148 1.093
36 C 5.68840 1.25946 -1.90664  S2 1.809, H101 1.092, H106 1.093, H108 1.093
37 C 1.17669 -0.78315 -1.47598  C61 1.651, C70 1.663, H109 1.172
38 C -2.27461 -6.68209 -0.46747  O14 1.471, C45 1.663, H73 1.193, H119 1.185
39 C -3.55347 -5.36652 1.14997  O14 1.471, C62 1.663, C66 1.639
40 C -3.74482 -2.79141 3.37801  C28 1.664, C31 1.673, C69 1.671
41 C -7.72198 -1.88112 -3.22843  S4 1.809, H78 1.092, H96 1.093, H99 1.093
42 C 1.42393 3.79301 8.24489  S3 1.809, H79 1.093, H120 1.092, H142 1.093
43 C 1.98818 0.37637 -3.97784  C67 1.649, C70 1.648, H123 1.187
44 C 8.97193 4.91097 -9.06275  S8 1.809, H107 1.092, H128 1.093, H151 1.093
45 C -2.35534 -5.86587 -1.91404  O20 1.474, C38 1.663, H83 1.185, H121 1.171
46 C -1.50744 0.97398 3.45935  C49 1.673, H87 1.181, H116 1.190, H158 1.188
47 C 6.41375 -0.49559 6.02187  S6 1.809, H89 1.093, H127 1.093, H136 1.092
48 C -2.66499 1.34584 5.94751  C49 1.652, H137 1.175, H140 1.194, H160 1.171
49 C -1.78667 0.33515 4.97977  C46 1.673, C48 1.652, C54 1.628, C55 1.676
50 C 1.25956 -2.38331 -3.92477  O17 1.471, C61 1.639, C67 1.670
51 C 6.22228 5.18731 -5.10695  S7 1.809, H75 1.092, H84 1.093, H149 1.093
52 C -4.65341 -2.03915 5.78556  C31 1.649, H82 1.189, H129 1.185, H156 1.193
53 C -4.61148 -0.32912 3.74929  C31 1.628, H86 1.179, H104 1.170, H144 1.192
54 C -2.27771 -1.21715 4.96945  C31 1.619, C49 1.628, H100 1.194, H130 1.194
55 C -0.26338 0.31394 5.67752  C49 1.676, H92 1.192, H124 1.170, H150 1.191
56 C -3.95582 -5.18155 -3.63071  O20 1.481, C34 1.650, H80 1.180, H103 1.193
57 C 2.41281 1.93023 9.90915  S3 1.809, H72 1.092, H77 1.093, H126 1.093
58 C -9.69274 4.55454 -5.73596  S10 1.809, H88 1.092, H117 1.093, H132 1.093
59 C -8.29998 0.68446 -3.77735  S4 1.809, H114 1.092, H143 1.093, H157 1.093
60 C 7.01191 -0.77689 -0.75810  S2 1.809, H71 1.093, H97 1.093, H146 1.092
61 C 0.99359 -2.19170 -2.31838  C37 1.651, C50 1.639, H81 1.193
62 C -4.67392 -5.35853 2.37916  C39 1.663, C69 1.670, H147 1.189
63 C 8.39394 7.47655 -9.61167  S8 1.809, H94 1.093, H110 1.092, H154 1.093
64 C -0.06898 -4.40020 -4.30813  Si11 1.950, O17 1.472, H118 1.193, H125 1.172
65 C 5.25205 2.84059 -5.98396  S7 1.809, H85 1.093, H90 1.092, H122 1.093
66 C -2.56983 -4.06238 1.01159  C28 1.639, C39 1.639, H111 1.178
67 C 1.78647 -1.05006 -4.78106  C43 1.649, C50 1.670, H98 1.191
68 C -12.00066 3.35585 -6.40994  S10 1.809, H74 1.093, H139 1.092, H155 1.093
69 C -4.77640 -4.10194 3.47432  C40 1.671, C62 1.670, H145 1.171
70 C 1.68751 0.52627 -2.36481  C37 1.663, C43 1.648, H95 1.193
71 H 7.75625 -0.02696 -0.48010  C60 1.093
72 H 3.35229 2.48777 9.90407  C57 1.092
73 H -2.14337 -7.83659 -0.73942  C38 1.193
74 H -12.65913 2.48397 -6.39658  C68 1.093
75 H 5.81056 5.64460 -6.00966  C51 1.092
76 H -8.06335 2.36118 3.29877  C33 1.093
77 H 2.61486 0.88485 10.15473  C57 1.093
78 H -7.64571 -2.70851 -2.51913  C41 1.092
79 H 0.80284 4.09854 9.09025  C42 1.093
80 H -4.07929 -4.12669 -3.11627  C56 1.180
81 H 0.64654 -3.13831 -1.68014  C61 1.193
82 H -5.76435 -2.36024 5.51088  C52 1.189
83 H -1.41592 -6.23847 -2.53219  C45 1.185
84 H 5.45246 5.12196 -4.33439  C51 1.093
85 H 4.54214 2.92043 -5.15729  C65 1.093
86 H -4.92391 0.44179 4.58542  C53 1.179
87 H -1.91595 2.07955 3.37997  C46 1.181
88 H -8.71687 4.53225 -5.24538  C58 1.092
89 H 6.58930 0.56371 6.22388  C47 1.093
90 H 5.39415 1.78775 -6.23859  C65 1.092
91 H 10.77248 -3.02355 6.77706  C30 1.093
92 H 0.38752 -0.53336 5.14940  C55 1.192
93 H -3.77689 -4.92310 -5.88922  C34 1.183
94 H 7.68489 7.07436 -10.33914  C63 1.093
95 H 1.81153 1.53998 -1.74739  C70 1.193
96 H -8.46664 -2.12467 -3.98994  C41 1.093
97 H 7.05069 -1.60590 -0.04733  C60 1.093
98 H 2.01370 -1.18853 -5.94208  C67 1.191
99 H -6.74824 -1.71502 -3.69532  C41 1.093
100 H -1.44265 -1.83521 4.38098  C54 1.194
101 H 4.79022 1.87276 -2.00984  C36 1.092
102 H 10.31783 -4.44706 5.78972  C30 1.092
103 H -5.04974 -5.48256 -4.00033  C56 1.193
104 H -4.09966 0.15232 2.81363  C53 1.170
105 H -7.21134 1.22850 2.21746  C33 1.092
106 H 5.93565 0.81581 -2.87400  C36 1.093
107 H 9.04820 4.08359 -8.35344  C44 1.092
108 H 6.51464 1.88344 -1.55777  C36 1.093
109 H 0.95743 -0.69589 -0.32786  C37 1.172
110 H 9.38668 7.55821 -10.06035  C63 1.092
111 H -1.75118 -3.98886 0.16831  C66 1.178
112 H 9.05794 -3.47606 6.59332  C30 1.093
113 H -7.73334 2.81595 1.59824  C33 1.093
114 H -7.30724 0.76612 -4.22604  C59 1.092
115 H -2.42096 -6.08737 -5.19547  C34 1.181
116 H -0.33545 1.04013 3.26690  C46 1.190
117 H -9.55498 4.70620 -6.80915  C58 1.093
118 H 0.03406 -5.45765 -4.85047  C64 1.193
119 H -1.30836 -6.40613 0.16147  C38 1.185
120 H 0.92594 4.06745 7.31206  C42 1.092
121 H -2.38524 -4.70140 -1.79246  C45 1.171
122 H 4.87216 3.37520 -6.85781  C65 1.093
123 H 2.38635 1.29603 -4.61480  C43 1.187
124 H 0.28466 1.34345 5.58053  C55 1.170
125 H -0.08838 -4.62386 -3.15749  C64 1.172
126 H 1.73044 2.35084 10.65157  C57 1.093
127 H 7.36457 -1.03213 5.97943  C47 1.093
128 H 9.94567 5.07708 -9.52963  C44 1.093
129 H -4.61167 -1.26871 6.68540  C52 1.185
130 H -2.18948 -1.60783 6.09478  C54 1.194
131 H 11.76779 -1.89345 3.24456  C29 1.092
132 H -10.28956 5.36749 -5.31563  C58 1.093
133 H 7.76125 -0.52732 3.54213  C35 1.093
134 H 12.26053 -2.15428 4.93786  C29 1.093
135 H 6.99815 1.08417 3.71148  C35 1.092
136 H 5.79551 -0.91717 6.81783  C47 1.092
137 H -3.45706 1.90053 5.27951  C48 1.175
138 H -7.15303 4.56271 4.12166  C32 1.093
139 H -12.52145 4.20814 -5.96736  C68 1.092
140 H -1.90232 2.19104 6.30622  C48 1.194
141 H -5.55340 5.23702 3.71587  C32 1.093
142 H 2.39601 4.28932 8.29469  C42 1.093
143 H -8.63340 1.67423 -3.45625  C59 1.093
144 H -5.63482 -0.79902 3.35712  C53 1.192
145 H -5.60292 -4.19922 4.29747  C69 1.171
146 H 7.21548 -1.15353 -1.76319  C60 1.092
147 H -5.42945 -6.26987 2.49282  C62 1.189
148 H 6.51744 0.00185 2.37977  C35 1.093
149 H 7.05209 5.79626 -4.74019  C51 1.093
150 H -0.44676 0.04417 6.82332  C55 1.191
151 H 8.22727 4.66743 -9.82426  C44 1.093
152 H -6.79493 5.08536 2.44639  C32 1.092
153 H -1.97200 -1.88697 2.00452  C28 1.193
154 H 8.06051 8.46633 -9.29057  C63 1.093
155 H -11.72010 3.58149 -7.44150  C68 1.093
156 H -4.12405 -3.04043 6.16163  C52 1.193
157 H -9.00903 0.28226 -4.50482  C59 1.093
158 H -1.93327 0.27220 2.60116  C46 1.188
159 H 11.85178 -3.55092 3.89391  C29 1.093
160 H -3.11443 0.77090 6.86313  C48 1.171

Calculated values
orbital gap: 0.2367 Ha
HOMO: -7.329 eV

Mulliken atomic charge list, values in e, 4 entries: S 0.9534; S 0.6074; S 0.5799; S 0.4933

(2)
Density functional theory data (ωB97M-V/def2-TZVPD) for one molecule with the formula C33H35N3O at a distorted geometry.

Bonds (Å) are listed after each position.
Positions of all 72 atoms, in Å:
1 O 4.27975 1.17348 0.70408  C19 1.246
2 N 0.78779 0.48872 0.78073  C8 1.387, C15 1.472, C24 1.496
3 N -2.87155 -4.11837 -1.83262  C36 1.185
4 N 2.32773 1.77356 1.82778  C15 1.455, C19 1.362, C21 1.431
5 C 2.56097 -1.70608 1.93662  C7 1.399, C25 1.503, C31 1.397
6 C -4.59326 -1.28791 -1.90293  C10 1.415, C17 1.558, C20 1.394
7 C 3.67771 -1.33996 2.69637  C5 1.399, C11 1.391, H46 1.094
8 C -0.32627 -0.24691 0.40509  N2 1.387, C23 1.377, H72 1.089
9 C 0.12756 2.02004 4.10316  C14 1.515, C33 1.529, H42 1.086, H60 1.091
10 C -5.63638 -2.23118 -1.74702  C6 1.415, C18 1.392, H61 1.089
11 C 3.71772 -1.63266 4.05552  C7 1.391, C22 1.396, H70 1.088
12 C -4.89501 -1.50953 1.12051  C16 1.384, C34 1.386, H63 1.086
13 C 1.55393 -2.69442 3.89176  C22 1.396, C31 1.393, H56 1.087
14 C 0.51997 0.83191 3.24920  C9 1.515, C15 1.543, H44 1.100, H47 1.095
15 C 0.91075 1.44889 1.88961  N2 1.472, N4 1.455, C14 1.543, C27 1.550
16 C -4.03956 -0.42969 0.99211  C12 1.384, C29 1.581, C37 1.422
17 C -3.16854 -1.42729 -1.28898  C6 1.558, C28 1.565, C29 1.508, C36 1.577
18 C -6.87653 -2.04727 -2.35109  C10 1.392, C26 1.387, H67 1.084
19 C 3.05980 1.05948 0.92853  O1 1.246, N4 1.362, C24 1.517
20 C -4.81124 -0.21152 -2.76170  C6 1.394, C32 1.400, H53 1.102
21 C 2.96177 2.65469 2.76030  N4 1.431, H41 1.088, H59 1.093, H69 1.086
22 C 2.65321 -2.30556 4.65886  C11 1.396, C13 1.396, H39 1.089
23 C -1.66993 0.02967 0.52416  C8 1.377, C29 1.542, H64 1.089
24 C 2.12027 0.09970 0.22359  N2 1.496, C19 1.517, C25 1.557, H49 1.121
25 C 2.52886 -1.38273 0.46938  C5 1.503, C24 1.557, H65 1.100, H66 1.107
26 C -7.03188 -0.99799 -3.24551  C18 1.387, C32 1.388, H62 1.080
27 C 0.07510 2.74547 1.73694  C15 1.550, C33 1.522, H48 1.096, H54 1.098
28 C -2.03654 -0.79776 -2.16698  C17 1.565, H40 1.096, H50 1.104, H71 1.080
29 C -2.83286 -0.87846 0.07520  C16 1.581, C17 1.508, C23 1.542, H43 1.197
30 C -5.39326 0.67619 2.73722  C35 1.401, C37 1.418, H55 1.102
31 C 1.51113 -2.41210 2.52817  C5 1.397, C13 1.393, H45 1.093
32 C -5.97742 -0.14216 -3.53382  C20 1.400, C26 1.388, H57 1.096
33 C -0.19687 3.18601 3.16848  C9 1.529, C27 1.522, H52 1.092, H68 1.087
34 C -6.10064 -1.42727 1.79972  C12 1.386, C35 1.407, H58 1.089
35 C -6.34823 -0.34706 2.66711  C30 1.401, C34 1.407, H38 1.113
36 C -2.96464 -2.96440 -1.57891  N3 1.185, C17 1.577
37 C -4.29610 0.68263 1.83967  C16 1.422, C30 1.418, H51 1.086
38 H -7.23727 -0.34114 3.33611  C35 1.113
39 H 2.69284 -2.54074 5.72155  C22 1.089
40 H -1.90924 -1.42409 -3.05777  C28 1.096
41 H 2.39727 3.57822 2.87000  C21 1.088
42 H -0.72847 1.75498 4.71616  C9 1.086
43 H -2.36154 -1.89456 0.49865  C29 1.197
44 H -0.30920 0.13067 3.07380  C14 1.100
45 H 0.66777 -2.72826 1.90855  C31 1.093
46 H 4.51105 -0.82981 2.20330  C7 1.094
47 H 1.37608 0.26612 3.63062  C14 1.095
48 H 0.66392 3.48629 1.18409  C27 1.096
49 H 2.13343 0.33879 -0.87167  C24 1.121
50 H -1.02327 -0.75261 -1.73102  C28 1.104
51 H -3.73155 1.60994 1.86046  C37 1.086
52 H 0.38720 4.06772 3.43922  C33 1.092
53 H -4.12622 0.65155 -2.78054  C20 1.102
54 H -0.83305 2.50681 1.16792  C27 1.098
55 H -5.58028 1.49969 3.44597  C30 1.102
56 H 0.72706 -3.23552 4.34416  C13 1.087
57 H -6.08242 0.65836 -4.27503  C32 1.096
58 H -6.87426 -2.17509 1.63178  C34 1.089
59 H 3.08584 2.18385 3.73940  C21 1.093
60 H 0.93327 2.28263 4.79074  C9 1.091
61 H -5.54896 -3.03726 -1.01993  C10 1.089
62 H -7.92812 -0.97099 -3.84759  C26 1.080
63 H -4.61959 -2.44660 0.64488  C12 1.086
64 H -1.87497 0.70032 1.35782  C23 1.089
65 H 1.82204 -2.02295 -0.07982  C25 1.100
66 H 3.53506 -1.48377 0.02022  C25 1.107
67 H -7.70147 -2.68542 -2.05379  C18 1.084
68 H -1.23797 3.48168 3.26806  C33 1.087
69 H 3.95124 2.89490 2.38373  C21 1.086
70 H 4.59451 -1.34185 4.63019  C11 1.088
71 H -2.34929 0.22596 -2.31054  C28 1.080
72 H 0.02289 -1.14441 -0.10304  C8 1.089

Calculated values
orbital gap: 0.3011 Ha
ΔE to the lowest compared entry with this formula, charge and spin: 0.0000 eV
SMILES: CN1C(=O)[C@@H](Cc2ccccc2)N(/C=C/[C@@H](c2ccccc2)[C@@](C)(C#N)c2ccccc2)C12CCCC2
HOMO: -7.827 eV

Mulliken atomic charge list, values in e, 4 entries: O -0.7230; N 0.1484; N -0.7278; N 0.3333